C31H32BIrN5O2PS6Sb as an isolated structure. Source: the OMol25 dataset; level of theory: wB97M-V/def2-TZVPD.

```
80
Properties=species:S:1:pos:R:3:mulliken_charge:R:1
Ir 1.551 0.495 0.185 1.55
S 5.471 0.777 3.627 -0.75
Sb 3.994 -0.392 2.334 0.74
S 1.714 0.294 2.560 -0.63
S 3.870 0.412 0.077 -0.63
S 4.214 -2.687 2.368 -0.74
C 3.530 3.540 1.565 -0.93
N 3.174 3.803 0.183 0.44
C 4.045 4.242 -0.788 -0.51
C 3.339 4.330 -1.936 -0.67
N 2.040 3.954 -1.675 0.09
B 0.908 4.040 -2.733 1.12
N -0.073 2.816 -2.693 -0.08
C -1.430 2.974 -2.833 -0.85
C -2.012 1.753 -2.818 -0.39
N -0.991 0.843 -2.667 0.49
C -1.112 -0.598 -2.667 -0.56
C 0.187 1.504 -2.570 -0.63
S 1.687 0.721 -2.265 -0.38
C 1.952 3.617 -0.374 -0.38
S 0.584 2.985 0.429 -0.37
H 4.408 2.899 1.610 0.39
H 2.704 3.015 2.040 0.18
H 3.721 4.482 2.084 0.27
H 5.088 4.400 -0.580 0.45
H 3.648 4.603 -2.929 0.45
H 1.444 4.100 -3.823 -0.25
H 0.214 5.019 -2.530 -0.28
H -1.867 3.954 -2.901 0.47
H -3.042 1.448 -2.884 0.52
H -2.172 -0.852 -2.667 0.10
H -0.613 -1.020 -1.795 0.18
H -0.639 -1.000 -3.564 0.30
O -0.670 0.090 0.341 0.37
P -1.674 -0.648 1.158 0.78
C -1.197 -2.202 1.925 0.64
C -2.159 -2.968 2.595 -0.31
C -1.789 -4.134 3.238 -0.78
C -0.454 -4.539 3.220 -0.61
C 0.497 -3.789 2.553 -0.86
C 0.127 -2.618 1.898 0.24
C -2.324 0.431 2.456 0.29
C -1.526 1.507 2.835 0.59
C -1.957 2.363 3.840 -1.17
C -3.177 2.152 4.463 -0.49
C -3.978 1.081 4.082 -0.71
C -3.552 0.223 3.082 -0.22
C -3.108 -1.048 0.116 -0.04
C -3.964 -0.017 -0.268 -0.62
C -4.972 -0.250 -1.191 -0.70
C -5.129 -1.516 -1.741 -0.42
C -4.274 -2.544 -1.370 -0.74
C -3.264 -2.311 -0.447 -0.31
H -3.197 -2.657 2.611 0.23
H -2.534 -4.725 3.758 0.39
H -0.163 -5.447 3.737 0.36
H 1.543 -4.069 2.541 0.36
H 0.873 -2.041 1.374 -0.10
H -0.568 1.670 2.355 -0.15
H -1.325 3.193 4.130 0.47
H -3.509 2.822 5.247 0.36
H -4.935 0.917 4.564 0.39
H -4.187 -0.602 2.777 0.23
H -3.823 0.975 0.147 0.35
H -5.631 0.557 -1.486 0.41
H -5.914 -1.698 -2.466 0.36
H -4.386 -3.528 -1.809 0.40
H -2.580 -3.106 -0.175 0.43
O 1.171 -2.682 -0.898 -0.46
N 2.202 -2.696 -1.665 0.37
C 2.061 -2.672 -3.010 -0.12
C 3.154 -2.655 -3.845 -0.63
C 4.433 -2.654 -3.308 -0.32
C 4.558 -2.676 -1.929 -0.61
C 3.441 -2.698 -1.122 -0.04
H 1.036 -2.651 -3.342 0.33
H 2.989 -2.619 -4.913 0.38
H 5.305 -2.615 -3.947 0.36
H 5.523 -2.651 -1.442 0.42
H 3.474 -2.723 -0.036 0.21
```

Calculated values
Largest force on an atom = 0.5 eV Å⁻¹
⟨S²⟩ = 0.76
Spin multiplicity = 2
HOMO energy (spin up / spin down) = -0.894 / -1.191 eV
LUMO (spin up / spin down) = 3.8 / 3.8 eV
Charge = -2